{"formula": "C15H12N2O6ReS6Sb", "method": "the ωB97M-V functional and the def2-TZVPD basis", "energy_ev": -104692.0932, "gap_ha": [0.194, 0.193], "molar_mass_da": 816.64, "total_charge": 0, "homo_energy_ev": [-8.6, -8.6], "elements": ["Re", "C", "O", "C", "C", "C", "C", "C", "C", "N", "N", "C", "O", "C", "C", "C", "C", "C", "C", "C", "O", "H", "H", "H", "H", "H", "H", "H", "H", "H", "H", "H", "H", "S", "Sb", "S", "S", "S", "O", "S", "O", "O", "S"], "positions_angstrom": [[-0.224, -0.103, -1.242], [-2.961, 3.459, -0.405], [-1.943, 4.356, -0.005], [-0.735, 3.970, 0.405], [0.075, 4.968, 0.937], [1.299, 4.677, 1.513], [1.733, 3.370, 1.620], [0.984, 2.331, 1.065], [1.373, 0.976, 1.273], [0.772, -0.063, 0.784], [0.965, -1.259, 1.280], [0.216, -2.214, 0.747], [-0.592, -1.949, -0.195], [0.254, -3.566, 1.307], [-0.813, -4.418, 1.018], [-0.825, -5.704, 1.518], [0.234, -6.147, 2.295], [1.301, -5.306, 2.579], [1.313, -4.011, 2.096], [-0.232, 2.621, 0.361], [-0.858, 1.742, -0.343], [-3.896, 3.996, -0.243], [-2.952, 2.533, 0.172], [-2.875, 3.221, -1.471], [-0.294, 5.981, 0.895], [1.892, 5.480, 1.916], [2.656, 3.145, 2.132], [2.187, 0.794, 1.972], [-1.619, -4.046, 0.405], [-1.658, -6.360, 1.301], [0.223, -7.154, 2.686], [2.123, -5.668, 3.181], [2.133, -3.342, 2.305], [-3.251, 2.924, -3.952], [-2.060, 0.994, -4.037], [0.227, 1.643, -2.830], [-2.390, -0.385, -1.971], [-1.685, -0.288, -5.865], [1.383, 0.989, -3.797], [2.166, -0.237, -3.019], [2.376, 0.234, -1.665], [3.283, -0.598, -3.804], [0.696, -1.591, -2.919]], "atomic_forces_ev_per_a": [[-0.56, 0.22, 3.25], [-0.54, -0.46, -0.40], [0.35, 0.43, -0.03], [0.38, -0.08, 0.36], [-0.56, -0.38, -0.32], [0.36, -0.50, 0.17], [0.14, 0.42, 0.16], [-0.55, -0.26, -0.57], [0.27, 0.54, 0.43], [-1.75, 0.51, -3.16], [0.79, -1.59, 1.21], [0.98, 1.15, 0.62], [-0.77, 1.43, -1.72], [-0.11, -0.39, 0.00], [0.16, 0.20, -0.04], [-0.03, -0.09, 0.03], [-0.01, -0.05, 0.05], [0.00, -0.06, 0.06], [-0.13, 0.10, -0.15], [0.70, 0.91, 0.32], [0.10, -2.25, -1.13], [0.08, -0.06, 0.02], [-0.06, 0.16, 0.06], [0.00, 0.04, 0.33], [-0.05, 0.07, 0.01], [0.12, 0.07, 0.06], [0.09, -0.06, 0.04], [-0.09, -0.13, 0.04], [-0.09, -0.03, -0.06], [0.02, -0.01, 0.01], [0.04, -0.08, 0.02], [0.03, 0.02, 0.02], [0.08, 0.05, 0.05], [0.57, -0.86, -0.15], [-0.84, 0.50, -0.69], [-0.91, 0.13, 0.16], [1.19, 0.04, -0.07], [0.03, 0.48, 1.08], [1.11, -0.55, -0.15], [0.25, 0.18, -0.46], [-0.34, -0.06, 0.38], [-0.06, 0.08, -0.29], [-0.38, 0.22, 0.44]]}

{"formula": "C6H14O3Tm", "method": "the ωB97M-V functional and the def2-TZVPD basis", "s2": 2.0020, "energy_ev": -42085.9329, "gap_ha": [0.135, 0.083], "multiplicity": 3, "molar_mass_da": 303.11, "total_charge": 3, "homo_energy_ev": [-19.3, -19.3], "elements": ["H", "C", "H", "H", "H", "C", "O", "C", "C", "O", "C", "C", "O", "H", "H", "H", "H", "H", "H", "H", "H", "H", "H", "Tm"], "positions_angstrom": [[-5.704, -0.544, -1.890], [-5.099, -1.219, -2.510], [-5.598, -1.486, -3.448], [-4.885, -2.131, -1.940], [-4.164, -0.626, -2.810], [1.856, -1.034, -5.425], [1.296, -0.501, -4.218], [-0.082, -0.831, -4.012], [-0.601, 0.045, -2.891], [0.325, -0.070, -1.780], [-0.386, -0.193, -0.539], [-1.812, 0.115, -0.978], [-1.857, -0.405, -2.311], [2.770, -0.477, -5.651], [2.085, -2.096, -5.275], [1.136, -0.885, -6.239], [-0.165, -1.889, -3.729], [-0.631, -0.617, -4.938], [-0.792, 1.075, -3.233], [-0.012, 0.513, 0.209], [-0.207, -1.222, -0.208], [-1.966, 1.203, -1.014], [-2.562, -0.397, -0.369], [2.425, 0.211, -2.523]], "atomic_forces_ev_per_a": [[-0.07, -0.29, -0.34], [1.02, 0.94, -0.37], [-0.11, 0.12, 0.38], [0.19, 0.28, -0.20], [-1.16, -1.06, 0.53], [0.88, -0.87, -1.62], [1.07, 1.32, 2.18], [-2.02, -0.75, 0.28], [-3.83, -0.61, 0.08], [3.97, 1.19, -1.71], [-0.99, -0.55, 2.03], [-0.05, 0.22, 0.02], [2.74, 0.11, -1.30], [-0.05, 0.01, -0.06], [-0.19, 0.19, -0.15], [0.24, -0.04, 0.15], [-0.01, 0.14, -0.24], [0.08, -0.15, 0.19], [0.74, 0.19, 0.43], [0.05, 0.00, -0.24], [-0.35, 0.19, 0.03], [-0.20, -0.24, 0.23], [0.03, 0.17, -0.18], [-1.98, -0.51, -0.13]]}

{"formula": "CH2ClNO", "method": "the ωB97M-V functional and the def2-TZVPD basis", "energy_ev": -17125.5995, "gap_ha": 0.336, "molar_mass_da": 79.49, "total_charge": 0, "homo_energy_ev": -9.9, "elements": ["C", "N", "O", "Cl", "H", "H"], "positions_angstrom": [[-0.027, -0.066, 0.312], [-0.231, 0.927, -0.638], [-0.036, 0.662, -1.804], [0.859, -1.550, -0.121], [-1.025, -0.344, 0.673], [0.460, 0.371, 1.578]], "atomic_forces_ev_per_a": [[1.49, -1.09, 5.40], [-0.19, 1.52, -1.95], [0.11, -0.02, 1.37], [-0.20, 0.42, -0.09], [0.02, 0.01, -0.31], [-1.24, -0.84, -4.42]]}

{"formula": "C10H30FN6O4V", "method": "the ωB97M-V functional and the def2-TZVPD basis", "s2": 3.7560, "energy_ev": -56384.5839, "gap_ha": [0.237, 0.237], "multiplicity": 4, "molar_mass_da": 368.33, "total_charge": 1, "homo_energy_ev": [-11.0, -11.0], "elements": ["V", "F", "C", "C", "C", "O", "C", "N", "H", "H", "H", "H", "H", "H", "H", "H", "H", "H", "H", "C", "C", "C", "O", "C", "N", "H", "H", "H", "H", "H", "H", "H", "H", "H", "H", "H", "C", "O", "N", "N", "H", "H", "H", "H", "C", "O", "N", "N", "H", "H", "H", "H"], "positions_angstrom": [[10.851, -13.278, 13.268], [10.834, -13.961, 15.175], [9.191, -16.243, 11.177], [9.287, -15.838, 12.632], [8.851, -16.913, 13.726], [7.637, -16.598, 14.297], [7.753, -15.566, 15.259], [10.697, -15.438, 12.744], [8.197, -16.604, 10.913], [9.659, -17.226, 11.132], [9.493, -15.526, 10.413], [8.551, -15.036, 12.698], [9.668, -16.969, 14.446], [8.769, -17.801, 13.099], [8.164, -15.971, 16.184], [6.749, -15.244, 15.533], [8.211, -14.637, 14.921], [11.085, -15.949, 13.525], [11.165, -15.716, 11.893], [12.717, -11.377, 16.713], [11.349, -10.761, 17.128], [11.506, -9.852, 18.367], [11.930, -10.588, 19.502], [10.821, -11.092, 20.190], [10.800, -9.983, 16.038], [13.303, -11.699, 17.574], [13.296, -10.605, 16.206], [12.444, -12.190, 16.040], [10.601, -11.468, 17.485], [10.572, -9.294, 18.439], [12.313, -9.187, 18.058], [10.334, -10.213, 20.613], [11.092, -11.856, 20.919], [10.147, -11.573, 19.482], [10.971, -10.563, 15.229], [11.342, -9.158, 15.823], [14.104, -13.761, 12.987], [12.908, -13.549, 13.206], [14.626, -14.884, 12.776], [14.961, -12.899, 13.039], [15.610, -14.938, 12.553], [14.036, -15.678, 12.573], [14.624, -11.950, 13.107], [15.841, -13.218, 13.418], [11.466, -14.746, 18.489], [11.760, -15.124, 19.577], [12.378, -14.617, 17.581], [10.317, -14.346, 17.988], [13.053, -15.368, 17.552], [12.069, -13.918, 16.922], [10.180, -14.388, 16.988], [9.491, -14.323, 18.568]], "atomic_forces_ev_per_a": [[1.25, -2.35, 2.24], [-0.43, 1.01, -2.01], [-1.60, -2.35, 0.08], [-0.73, 0.07, -0.67], [0.73, 0.99, -2.25], [-0.12, 0.24, -0.06], [-1.29, 0.02, 0.71], [-0.26, 1.47, 0.67], [-0.49, 0.65, 0.04], [1.01, 0.15, -0.61], [0.31, -0.02, 0.30], [0.35, 0.73, 0.69], [0.01, -0.32, 0.32], [-0.21, -0.55, 0.75], [0.60, 0.21, -0.06], [-0.21, -0.29, -0.18], [0.67, -0.25, -0.16], [0.55, 0.26, 0.29], [0.27, -0.12, 0.04], [-1.19, 0.27, 0.68], [0.96, 0.53, 1.39], [1.04, -0.50, -1.36], [0.41, 0.45, -0.85], [-0.59, 0.08, -0.13], [-0.63, -0.37, -0.55], [-0.17, -0.38, -0.09], [-0.02, 0.03, -0.20], [0.63, -0.18, -0.18], [0.16, -0.65, -0.69], [-0.05, 0.10, 0.70], [0.11, 0.49, 0.60], [-0.46, -0.34, 0.56], [0.29, 0.37, 0.07], [-0.33, -0.11, 0.04], [-0.35, -0.06, -0.53], [0.26, 0.34, 0.40], [-5.35, -1.89, 0.60], [-2.83, 0.52, -0.66], [0.87, -7.04, -1.36], [5.76, 8.20, 0.92], [-0.39, -0.38, -0.20], [0.38, -0.07, 0.30], [0.74, 0.09, 0.48], [0.29, 1.13, -0.29], [0.21, -0.37, 1.43], [-0.76, -1.28, 3.18], [3.04, 0.51, -3.09], [-4.29, 0.98, 0.02], [0.32, 0.85, -0.48], [1.29, -0.90, -1.06], [0.00, 0.09, 0.19], [0.23, -0.05, 0.00]]}